# 1
{"formula": "C26H57ClN3O4", "method": "ωB97M-V/def2-TZVPD", "charge": 1, "spin_multiplicity": 1, "energy_ha": -1949.77975, "orbital_gap_ev": 6.52, "species": ["C", "C", "C", "C", "C", "N", "Cl", "C", "C", "C", "C", "C", "C", "C", "C", "C", "H", "H", "H", "H", "H", "H", "H", "H", "H", "H", "H", "H", "H", "H", "H", "H", "H", "H", "H", "H", "H", "H", "H", "H", "H", "H", "H", "C", "O", "C", "C", "N", "C", "C", "O", "C", "H", "H", "H", "H", "H", "H", "H", "H", "H", "H", "H", "H", "H", "H", "H", "C", "O", "C", "C", "N", "C", "C", "O", "C", "H", "H", "H", "H", "H", "H", "H", "H", "H", "H", "H", "H", "H", "H", "H"], "xyz": [[-3.84836, -3.04733, 0.53786], [-3.48874, -2.16150, 1.25753], [-2.95438, -1.10364, 2.10043], [-2.24733, -0.07156, 1.18415], [-1.49156, 0.98743, 1.95925], [-0.09824, 0.57087, 2.37299], [0.57068, 1.86637, 3.31207], [0.77148, 0.18697, 1.17515], [2.25919, 0.45440, 1.34196], [3.06412, -0.55215, 0.46435], [3.78111, 0.10834, -0.73027], [5.29290, -0.23032, -0.79082], [5.79581, -0.62110, -2.19155], [6.55906, 0.49276, -2.93587], [7.89699, 0.04648, -3.54829], [7.87558, 0.01624, -5.08124], [-4.09938, -3.61465, -0.32343], [-2.28081, -1.51832, 2.84835], [-3.78526, -0.58848, 2.57226], [-3.04215, 0.44832, 0.65768], [-1.66625, -0.57443, 0.42167], [-1.38154, 1.92380, 1.42608], [-2.05061, 1.20916, 2.86493], [-0.20046, -0.25660, 2.96050], [0.54875, -0.85040, 0.95675], [0.37706, 0.75184, 0.33698], [2.47578, 1.43632, 0.94342], [2.59353, 0.32132, 2.36271], [3.81330, -1.01506, 1.09691], [2.43435, -1.35764, 0.09710], [3.35592, -0.29505, -1.63913], [3.68225, 1.18968, -0.73275], [5.86340, 0.62986, -0.45197], [5.52433, -1.05201, -0.11854], [5.00823, -1.01809, -2.82577], [6.50782, -1.43093, -2.05074], [6.73843, 1.35340, -2.29797], [5.94010, 0.84098, -3.76013], [8.20632, -0.94194, -3.21767], [8.68750, 0.73312, -3.25455], [7.37427, -0.89239, -5.40528], [8.87735, 0.01725, -5.49586], [7.33790, 0.86665, -5.48699], [-3.61790, -4.75023, -4.27925], [-2.98862, -5.63939, -3.37437], [-2.18356, -6.63484, -4.00115], [-0.71287, -6.39634, -3.73430], [-0.23435, -5.20900, -4.43311], [1.09339, -4.75855, -4.02852], [1.29182, -4.32338, -2.58072], [0.60058, -3.13120, -2.22587], [-0.75053, -3.34056, -1.86136], [-4.33997, -4.16172, -3.71478], [-2.90089, -4.06411, -4.74369], [-4.15228, -5.29393, -5.06206], [-2.38731, -6.69304, -5.07321], [-2.46156, -7.59465, -3.55860], [-0.14183, -7.26485, -4.07315], [-0.58918, -6.31117, -2.64582], [-0.88945, -4.45520, -4.27692], [1.34286, -3.90637, -4.66578], [1.81705, -5.54627, -4.25846], [2.35281, -4.09992, -2.45622], [1.06277, -5.12259, -1.86623], [-0.89966, -4.30527, -1.37121], [-1.41039, -3.25789, -2.72733], [-1.03575, -2.55115, -1.16301], [-1.78811, 5.03047, 6.39353], [-1.53507, 5.44001, 5.05981], [-1.48646, 4.38781, 4.11755], [-2.68107, 4.42518, 3.18434], [-3.90512, 4.05377, 3.87695], [-5.13310, 4.31346, 3.12163], [-5.46462, 5.75679, 2.75441], [-5.79095, 6.57588, 3.85550], [-4.69477, 7.14744, 4.54532], [-1.62035, 5.89111, 7.03667], [-2.82141, 4.69549, 6.52768], [-1.10634, 4.23078, 6.69797], [-1.39842, 3.41364, 4.60887], [-0.58184, 4.54431, 3.51826], [-2.51785, 3.72199, 2.35926], [-2.73161, 5.43590, 2.76126], [-3.95409, 4.56265, 4.74943], [-5.95819, 3.93357, 3.72738], [-5.11099, 3.71291, 2.20571], [-6.36358, 5.72776, 2.13408], [-4.68540, 6.22606, 2.14070], [-3.85581, 7.35855, 3.87717], [-4.36208, 6.50481, 5.36608], [-5.03237, 8.08596, 4.98291]], "forces_ev_per_angstrom": [[0.138, 0.529, -0.592], [0.153, -0.382, 0.315], [0.057, 0.322, -0.736], [-0.324, -0.174, 0.359], [-0.397, -0.016, 0.033], [-0.403, -0.050, -0.617], [0.071, -0.232, 0.147], [0.050, 0.440, -0.076], [-0.021, -1.182, -0.812], [0.172, 0.700, 0.011], [0.710, -0.730, 0.090], [-0.417, -0.027, -0.475], [0.831, 0.296, 0.327], [-0.088, -0.401, -0.386], [0.263, 0.390, -0.621], [-0.139, -0.272, 0.325], [-0.214, -0.510, 0.155], [-0.011, -0.055, 0.218], [0.014, 0.014, 0.483], [-0.020, 0.145, -0.198], [0.254, -0.032, -0.114], [0.209, 0.030, -0.245], [0.132, 0.098, 0.263], [0.290, 0.133, 0.380], [-0.012, -0.282, 0.318], [-0.074, 0.203, -0.063], [0.079, 0.382, 0.540], [-0.108, 0.296, 0.257], [0.070, -0.105, 0.142], [-0.153, -0.119, 0.011], [-0.338, 0.206, -0.305], [-0.300, 0.133, -0.025], [0.162, 0.034, 0.192], [-0.127, -0.086, 0.197], [-0.254, -0.061, 0.062], [0.010, -0.216, -0.020], [-0.095, 0.043, 0.248], [-0.134, 0.255, -0.017], [-0.054, -0.077, 0.321], [0.068, 0.079, 0.212], [-0.117, -0.050, -0.264], [0.164, -0.062, -0.084], [-0.037, 0.183, -0.086], [0.010, -0.033, 0.135], [-0.012, 0.153, -0.192], [0.023, -0.279, 0.231], [-0.026, 0.259, -0.055], [0.021, -0.077, 0.205], [-0.177, 0.138, -0.202], [0.365, -0.019, -0.036], [-0.050, -0.205, 0.147], [0.032, 0.312, -0.036], [0.007, -0.019, 0.035], [-0.041, -0.028, -0.106], [0.013, 0.025, -0.046], [0.028, 0.121, -0.028], [-0.026, -0.002, -0.018], [0.023, 0.001, 0.009], [-0.008, -0.171, 0.018], [-0.025, 0.002, -0.082], [0.090, -0.011, 0.023], [-0.014, -0.035, 0.057], [0.043, 0.066, 0.014], [-0.139, 0.022, -0.030], [-0.033, -0.028, -0.054], [-0.124, -0.127, 0.057], [0.017, 0.019, 0.052], [0.002, 0.103, -0.043], [-0.072, -0.152, 0.165], [0.155, 0.253, -0.261], [-0.165, 0.089, 0.255], [0.055, -0.017, -0.136], [-0.019, -0.105, 0.219], [-0.160, -0.015, -0.181], [0.122, -0.011, 0.007], [-0.176, 0.036, 0.083], [0.007, 0.033, -0.042], [0.029, -0.089, 0.044], [-0.025, -0.028, 0.012], [-0.147, 0.023, 0.124], [0.007, -0.009, 0.007], [-0.013, 0.062, -0.071], [0.125, -0.031, -0.120], [0.006, -0.008, 0.032], [-0.044, -0.010, -0.051], [0.035, 0.042, -0.037], [-0.004, 0.001, 0.002], [0.092, -0.005, 0.095], [0.034, -0.054, -0.004], [0.132, 0.016, -0.031], [-0.034, 0.001, -0.033]], "mulliken_charge": [0.2340, -0.9432, -0.3568, -0.7377, -0.8178, 0.0698, 0.0209, -0.5242, -0.8905, -0.6554, -0.7100, -0.8138, -0.7658, -0.5915, -0.3957, -1.2850, 0.5357, 0.2984, 0.3689, 0.4577, 0.0679, 0.5108, 0.4923, 0.4901, 0.4865, 0.2020, 0.4756, 0.4611, 0.4727, 0.3005, 0.2660, 0.4437, 0.2630, 0.4526, 0.3440, 0.3699, 0.3715, 0.3059, 0.2959, 0.3153, 0.2994, 0.3626, 0.3691, -0.7783, -0.2609, -0.8395, -0.1539, -0.2977, -0.8201, -0.4410, -0.4060, 0.4094, 0.2338, 0.3421, 0.3271, 0.4164, 0.3847, 0.4056, 0.1406, 0.0583, 0.3869, 0.4224, 0.3771, 0.3464, 0.2915, 0.1426, -0.6363, -0.6972, -0.3762, -0.7180, -0.1103, -0.3450, -0.6919, -0.5332, -0.4241, -0.5179, 0.2615, 0.2995, 0.2988, 0.3385, 0.4154, 0.1513, 0.3350, 0.1040, 0.4095, 0.3590, 0.3731, 0.3586, 0.2736, 0.1629, 0.3050]}


# 2
{"formula": "C6H14NO3P", "method": "ωB97M-V/def2-TZVPD", "charge": 0, "spin_multiplicity": 1, "e_above_lowest_kcal_mol": 17.27, "energy_ha": -858.83192, "orbital_gap_ev": 9.54, "smiles": "C=C([NH+](C)C)[P@](=O)([O-])OCC", "species": ["C", "C", "C", "C", "C", "C", "N", "O", "O", "O", "P", "H", "H", "H", "H", "H", "H", "H", "H", "H", "H", "H", "H", "H", "H"], "xyz": [[0.26142, -0.49399, 1.86661], [0.63084, 0.25397, 0.82346], [-3.66191, -0.49839, 0.55278], [1.92135, -0.83661, -0.89027], [2.59634, 1.33666, -0.02416], [-2.53758, -0.12594, -0.33066], [2.00419, 0.09581, 0.32730], [-0.06369, 1.19070, -1.63159], [-0.21899, 2.79007, 0.42456], [-1.89924, 0.95877, 0.27238], [-0.44508, 1.49965, -0.21973], [-0.86069, -0.40832, 2.08449], [1.00461, -1.02694, 2.38740], [-3.40000, -0.87881, 1.58544], [-4.51452, 0.19419, 0.73635], [-4.05059, -1.47700, 0.10672], [1.24222, -0.33893, -1.57092], [2.83689, -0.91927, -1.42682], [1.46459, -1.79925, -0.56284], [1.80530, 2.07850, -0.22404], [3.34890, 1.62146, 0.70909], [3.15749, 1.14683, -0.92052], [-2.85489, 0.18226, -1.30403], [-1.63485, -0.81146, -0.30433], [2.57116, -0.40264, 1.04848]], "forces_ev_per_angstrom": [[-2.220, 1.966, -1.606], [-1.342, -0.164, 0.156], [-1.727, -3.312, 1.141], [-1.452, -0.343, 0.665], [1.408, 1.894, -0.870], [2.206, -0.077, 1.022], [-0.287, -3.092, 0.350], [-0.635, -0.016, 0.444], [0.280, 0.896, 0.219], [1.062, 2.608, 0.252], [-0.130, -1.495, 0.584], [2.020, -0.432, 0.311], [0.334, -1.024, 0.955], [0.383, 0.760, -1.001], [0.857, -0.153, -0.747], [-0.131, 1.290, 0.387], [-0.400, 0.122, -0.001], [1.097, -0.230, 0.251], [0.643, 0.728, -0.218], [0.802, -0.037, 0.331], [-0.467, 0.365, 0.290], [0.230, 0.354, -0.585], [-0.148, -0.352, -0.861], [-1.862, -0.767, -0.862], [-0.520, 0.510, -0.609]], "mulliken_charge": [-0.8131, 0.0976, -1.1580, -0.8656, -0.6993, -0.1311, -0.0168, -0.7735, -0.7263, -0.3037, 0.8319, 0.1636, 0.3599, 0.2427, 0.2973, 0.3445, 0.4528, 0.3996, 0.3287, 0.2420, 0.3699, 0.3541, 0.3306, 0.2822, 0.3899]}


# 3
{"formula": "C9H22NO7P2", "method": "ωB97M-V/def2-TZVPD", "charge": -1, "spin_multiplicity": 1, "e_above_lowest_kcal_mol": 265.05, "energy_ha": -1620.17156, "orbital_gap_ev": 9.06, "species": ["C", "C", "C", "C", "H", "C", "N", "C", "H", "H", "H", "C", "C", "C", "O", "H", "H", "H", "H", "H", "H", "H", "H", "H", "H", "H", "H", "H", "H", "H", "P", "O", "O", "H", "O", "H", "P", "O", "O", "O", "H"], "xyz": [[-1.60252, -2.18064, 3.59288], [-1.74528, -1.41693, 2.34078], [-2.59810, -2.07743, 1.35306], [-2.56536, -1.17062, -0.06234], [-2.57157, -0.17181, 0.01536], [-1.28596, -1.26730, -0.96511], [-1.27618, -0.17002, -2.05643], [-0.74351, -1.01676, -3.26126], [-1.46213, -1.73213, -3.54924], [0.12802, -1.41400, -3.29150], [-0.75514, -0.11335, -3.80049], [-0.30433, 0.77327, -1.54694], [1.05364, 0.53198, -1.66090], [1.60092, 1.10307, -0.04783], [1.02172, 0.43129, 0.90528], [1.07098, 1.28119, 1.69120], [1.20192, -0.41262, -1.65842], [1.57009, 1.20968, -2.29207], [-0.89093, 1.02208, -0.54786], [-0.70526, 1.67856, -2.27915], [-0.30203, -1.34111, -0.29208], [-1.29185, -2.18190, -1.19570], [-3.40812, -1.34026, -0.50019], [-3.55786, -1.87271, 1.73317], [-1.97564, -3.17443, 1.12720], [-2.09729, -0.41954, 2.65070], [-0.67829, -1.11907, 1.75699], [-2.47333, -2.48334, 4.13826], [-0.90552, -1.60467, 4.31241], [-1.13880, -3.13003, 3.28950], [3.45607, 0.54042, 0.00674], [3.81758, -0.88728, -0.35121], [4.09579, 1.51991, -1.13167], [3.67947, 2.42866, -1.33135], [3.91709, 1.15719, 1.27101], [3.44532, 1.94383, 1.75825], [1.76969, 2.78998, 0.05287], [2.02666, 3.34671, 1.58763], [2.46702, 3.58727, -1.00029], [0.20994, 3.56236, 0.15027], [-0.19692, 3.79054, -0.91152]], "forces_ev_per_angstrom": [[3.065, -0.412, 1.276], [3.237, 2.998, -0.912], [3.327, 0.451, -4.093], [5.779, -2.607, 3.343], [-0.438, 3.991, 1.936], [0.068, 5.521, 4.207], [1.101, -7.033, 1.709], [-5.901, 5.455, 1.292], [-1.119, -0.458, -0.365], [6.060, -2.514, 0.774], [0.272, 0.353, -2.743], [-8.570, 5.068, -1.662], [2.459, 6.814, 4.728], [4.154, -3.544, -6.367], [-2.309, 2.614, 6.590], [-0.648, -3.476, -2.060], [2.102, -6.324, -0.306], [0.601, -0.164, -1.024], [2.217, -0.052, -1.465], [1.648, -1.108, 1.877], [-1.870, 1.096, -1.088], [-0.080, -7.110, -3.667], [-4.865, -1.726, -3.509], [-1.846, -1.587, 0.134], [-2.876, 2.622, 0.600], [-0.350, -0.055, -0.604], [-2.433, -1.083, 2.101], [-0.967, 0.325, 0.066], [-1.000, -1.159, -0.942], [0.310, -0.010, 0.573], [-0.689, -1.068, -6.674], [-0.954, 2.351, 1.400], [-0.161, -0.270, -0.324], [0.170, -1.119, 0.792], [1.106, 1.949, 5.646], [0.291, -0.967, -1.306], [-3.183, 9.893, 5.063], [0.870, -4.284, -3.256], [0.643, -1.551, -0.845], [-1.212, -0.583, -5.608], [1.990, -1.239, 4.715]], "mulliken_charge": [-1.3995, 0.2575, -0.4864, -1.5230, 0.7104, -0.5994, -0.1852, -1.3913, 0.4012, 0.5244, 0.4705, -0.4943, -1.7522, -0.2036, -0.3360, 0.5161, 1.0380, 0.5398, 0.4481, 0.2034, -0.0445, 0.9962, 0.5565, 0.3716, 0.1885, 0.3220, -0.1754, 0.3656, 0.3105, 0.3328, 0.9445, -0.7440, -0.5908, 0.4195, -0.4758, 0.4943, 1.0042, -0.8491, -0.8686, -0.6034, 0.3071]}